## A
Entry from the OMol25 dataset: a 2-piece molecular cluster, CH4N2O overall (ωB97M-V with the def2-TZVPD basis set).

Cartesian coordinates (Å):
H -1.64 -1.35 0.19
N -2.58 -0.92 -0.14
N -2.70 0.26 0.07
H -2.01 1.05 0.27
C 2.24 0.25 -0.09
O 2.60 -0.88 0.08
H 2.94 1.09 -0.19
H 1.16 0.50 -0.19

As for the structure (SMILES): [H]/N=N\[H].C=O.



## B
Entry from the OMol25 dataset: one molecule with the formula CH4N2O (ωB97M-V with the def2-TZVPD basis set).

Cartesian coordinates (Å):
O -1.56 -0.02 0.14
C -0.32 -0.08 -0.36
N 0.78 -0.82 0.01
N 0.73 0.62 0.28
H -1.37 0.60 0.87
H -0.38 -0.09 -1.57
H 0.69 -1.33 0.89
H 1.43 1.11 -0.28

As for the structure (SMILES): OC1NN1.



Decreasing stability: B, A



## A
Entry from the OMol25 dataset: a 3-piece molecular cluster, CH4N2O overall (ωB97M-V with the def2-TZVPD basis set).

Cartesian coordinates (Å):
C -1.04 0.35 0.02
H 1.92 -0.64 1.12
H 0.02 -1.64 -0.35
H 0.57 1.48 -0.55
H -1.63 1.20 -0.13
N 1.25 -0.56 -0.22
N 0.34 0.57 0.10
O -1.42 -0.76 0.02



## B
Entry from the OMol25 dataset: one molecule with the formula CH4N2O (ωB97M-V with the def2-TZVPD basis set).

Cartesian coordinates (Å):
H 2.54 0.46 0.29
N 1.56 0.61 0.30
N 1.04 -0.43 0.03
C -0.62 -0.15 -0.36
O -1.63 0.26 0.51
H -0.86 -1.09 -1.02
H -0.30 0.70 -1.02
H -1.73 -0.37 1.26

As for the structure (SMILES): [H]/N=N/CO.



## C
Entry from the OMol25 dataset: one molecule with the formula CH4N2O (ωB97M-V with the def2-TZVPD basis set).

Cartesian coordinates (Å):
H -1.81 -1.94 0.11
N -0.90 -1.51 0.20
N -0.91 -0.28 0.12
C 0.34 0.46 0.00
O -2.10 0.65 -0.26
H 1.20 -0.31 0.23
H 0.38 1.24 0.73
H 0.47 0.95 -1.03

As for the structure (SMILES): [H]/N=[N+](/C)[O-].



Decreasing stability: B, C, A



## A
Entry from the OMol25 dataset: a 2-piece molecular cluster, C2H2N2O3S overall (ωB97M-V with the def2-TZVPD basis set).

Cartesian coordinates (Å):
C -0.45 -0.32 -0.30
C -0.46 0.82 0.23
N -0.42 -0.44 -1.79
N -0.47 0.64 -2.31
O 0.65 -3.11 -1.16
O 1.46 -2.30 -3.20
O -0.40 1.71 -1.76
S 0.30 -2.66 -2.46
H -0.28 -1.31 0.24
H -0.25 1.79 0.52



## B
Entry from the OMol25 dataset: one molecule with the formula C2H2N2O3S (ωB97M-V with the def2-TZVPD basis set).

Cartesian coordinates (Å):
O -3.15 -0.26 0.05
C -1.87 0.05 0.00
N -1.40 1.25 0.03
O -0.01 1.03 -0.04
C 0.24 -0.29 -0.04
N 1.35 -0.89 0.02
S 2.67 0.16 0.01
O -0.96 -0.96 -0.06
H -3.27 -1.21 0.02
H 3.53 -0.85 0.18

As for the structure (SMILES): Oc1no/c(=N\S)o1.



Decreasing stability: B, A



## A
Entry from the OMol25 dataset: one molecule with the formula C3H6NP (ωB97M-V with the def2-TZVPD basis set).

Cartesian coordinates (Å):
C -1.25 0.26 -0.04
C -0.15 1.14 0.20
C 0.75 -1.39 0.20
N -1.31 -0.96 -0.04
P 1.47 0.21 -0.04
H -2.03 1.01 -0.18
H -0.23 1.92 -0.49
H -0.33 1.44 1.29
H 1.00 -1.77 1.10
H 0.80 -2.03 -0.62
H 1.29 0.17 -1.39



## B
Entry from the OMol25 dataset: a 2-piece molecular cluster, C3H6NP overall (ωB97M-V with the def2-TZVPD basis set).

Cartesian coordinates (Å):
C -1.94 -0.22 1.26
P -0.38 -0.16 0.48
C 0.93 0.60 1.27
H -2.07 0.67 1.87
H -2.76 -0.71 0.67
H -0.10 -1.21 -0.32
H 1.76 0.51 0.61
H 0.89 1.65 1.50
C 1.22 -0.34 -2.42
N 0.39 -0.55 -3.17
H 2.07 -0.25 -1.76

As for the structure (SMILES): C=[PH]=C.C#N.



## C
Entry from the OMol25 dataset: a 2-piece molecular cluster, C3H6NP overall (ωB97M-V with the def2-TZVPD basis set).

Cartesian coordinates (Å):
C -0.94 -1.15 -1.36
C -0.57 0.95 0.96
C 0.24 -1.32 -0.70
N -1.90 -1.27 -2.01
P 0.83 -0.10 0.35
H -0.85 1.67 0.25
H -0.14 1.72 1.62
H -1.40 0.44 1.47
H 0.84 -2.22 -0.88
H 1.25 0.08 -2.53
H 1.02 -0.96 1.32



Decreasing stability: A, B, C